[1]
97
Properties=species:S:1:pos:R:3:lowdin_charge:R:1 method="wB97M-V/def2-TZVPD" gap_ev=6.642 total_charge=+3 homo_energy_ev=-15.648 total_energy_ha=-4649.78346
Zr -1.59 -0.87 -0.83 1.357
C 2.22 -6.52 -3.22 -0.020
C 1.45 -5.47 -2.48 -0.236
C 0.89 -5.72 -1.23 0.009
C 0.23 -4.73 -0.54 0.006
C 0.10 -3.43 -1.06 -0.217
N -0.47 -2.41 -0.27 -0.160
C -0.09 -2.38 1.08 -0.257
C 1.26 -2.52 1.45 0.016
C 1.63 -2.53 2.78 0.004
C 0.70 -2.39 3.80 -0.254
C 1.11 -2.43 5.23 -0.015
C -0.64 -2.23 3.45 0.033
C -1.04 -2.23 2.12 -0.142
N -2.42 -2.16 1.82 -0.060
C -3.41 -2.72 2.53 0.028
C -4.61 -2.37 1.93 0.027
C -4.25 -1.59 0.84 -0.092
N -2.91 -1.46 0.77 -0.127
C 0.61 -3.20 -2.35 -0.111
C 1.27 -4.21 -3.04 0.044
N 0.52 -1.92 -2.94 -0.050
C 1.38 -1.39 -3.82 0.024
C 0.91 -0.13 -4.16 0.009
C -0.26 0.03 -3.44 -0.179
N -0.51 -1.07 -2.70 -0.147
H 2.74 -7.18 -2.52 0.095
H 2.95 -6.07 -3.88 0.090
H 1.56 -7.14 -3.82 0.105
H 0.98 -6.70 -0.78 0.132
H -0.19 -4.93 0.44 0.131
H 2.00 -2.66 0.68 0.136
H 2.67 -2.67 3.02 0.133
H 2.04 -2.99 5.35 0.096
H 0.35 -2.90 5.85 0.096
H 1.28 -1.43 5.62 0.094
H -1.38 -2.10 4.22 0.134
H -3.23 -3.33 3.39 0.153
H -5.59 -2.65 2.24 0.127
H -4.90 -1.13 0.12 0.094
H 1.66 -4.02 -4.02 0.126
H 2.26 -1.90 -4.14 0.147
H 1.36 0.56 -4.85 0.121
H -0.92 0.88 -3.43 0.084
C 3.34 4.39 -3.76 -0.093
C 1.91 4.35 -3.23 -0.250
C 1.83 4.17 -1.72 -0.183
C 2.51 2.88 -1.25 -0.156
N 2.25 2.61 0.14 -0.013
C 1.28 1.84 0.64 -0.514
Se -0.19 1.29 -0.43 0.795
N 1.38 1.77 1.98 0.000
C 0.55 1.01 2.88 -0.137
C -0.40 1.91 3.68 -0.151
C -1.46 2.58 2.82 -0.238
C -2.60 1.65 2.42 -0.114
C 2.44 2.56 2.37 -0.122
C 2.96 2.87 3.62 0.017
C 4.00 3.78 3.65 -0.032
C 4.52 4.35 2.49 -0.031
C 4.04 4.01 1.24 0.027
C 2.99 3.11 1.20 -0.120
H 3.34 4.68 -4.81 0.082
H 3.82 3.42 -3.68 0.068
H 3.93 5.13 -3.22 0.085
H 1.35 3.55 -3.73 0.098
H 1.41 5.30 -3.48 0.118
H 0.78 4.13 -1.41 0.101
H 2.29 5.02 -1.23 0.122
H 3.59 2.93 -1.39 0.137
H 2.11 2.04 -1.83 0.099
H 1.20 0.46 3.56 0.132
H -0.02 0.28 2.28 0.081
H 0.20 2.69 4.16 0.113
H -0.87 1.31 4.46 0.125
H -1.00 3.01 1.92 0.088
H -1.89 3.41 3.38 0.124
H -2.26 0.84 1.75 0.000
H -3.37 2.23 1.91 0.072
H -3.05 1.21 3.31 0.087
H 2.57 2.46 4.54 0.121
H 4.41 4.08 4.60 0.124
H 5.32 5.06 2.57 0.125
H 4.45 4.46 0.35 0.124
C -3.66 1.21 -3.73 -0.248
P -3.65 0.26 -2.16 0.744
C -4.47 1.47 -1.03 -0.237
C -4.97 -0.99 -2.54 -0.241
H -4.69 1.51 -3.94 0.073
H -3.30 0.59 -4.55 0.059
H -3.05 2.10 -3.66 0.054
H -5.54 1.52 -1.22 0.071
H -4.05 2.45 -1.23 0.061
H -4.30 1.22 0.02 0.013
H -5.91 -0.73 -2.06 0.061
H -4.67 -1.99 -2.21 0.038
H -5.14 -1.04 -3.61 0.062


[2]
96
Properties=species:S:1:pos:R:3:lowdin_charge:R:1 method="wB97M-V/def2-TZVPD" gap_ev=7.700 total_charge=+2 homo_energy_ev=-12.399 total_energy_ha=-3692.53494
P 1.24 0.99 -2.56 1.097
C 2.97 1.45 -2.83 -0.305
C 3.74 0.84 -3.84 -0.071
H 3.34 0.01 -4.41 0.110
C 5.04 1.30 -4.09 -0.052
H 5.63 0.83 -4.88 0.119
C 5.57 2.36 -3.35 -0.044
H 6.58 2.71 -3.55 0.120
C 4.81 2.95 -2.34 -0.047
H 5.22 3.77 -1.75 0.120
C 3.52 2.50 -2.07 -0.064
H 2.94 2.96 -1.27 0.112
C 0.95 -0.62 -3.33 -0.326
C 1.67 -1.73 -2.85 -0.088
H 2.41 -1.61 -2.07 0.104
C 1.43 -2.99 -3.41 -0.054
H 1.96 -3.86 -3.02 0.119
C 0.54 -3.12 -4.47 -0.054
H 0.38 -4.10 -4.93 0.120
C -0.15 -2.01 -4.97 -0.053
H -0.84 -2.11 -5.81 0.120
C 0.04 -0.76 -4.39 -0.063
H -0.48 0.12 -4.77 0.115
C 0.21 2.27 -3.29 -0.302
C 0.61 2.87 -4.50 -0.062
H 1.52 2.52 -5.00 0.117
C -0.14 3.89 -5.07 -0.045
H 0.18 4.33 -6.02 0.122
C -1.29 4.35 -4.42 -0.041
H -1.87 5.16 -4.87 0.121
C -1.69 3.79 -3.21 -0.047
H -2.58 4.15 -2.70 0.117
C -0.95 2.74 -2.65 -0.080
H -1.26 2.30 -1.70 0.072
Sn 0.08 0.07 2.14 0.678
C -1.65 -1.23 1.64 -0.171
C -1.86 -1.50 0.35 -0.375
H -2.29 -1.62 2.43 0.034
C -0.97 -0.84 -0.71 -0.398
O -1.90 -0.14 -1.57 -0.060
H -1.42 0.26 -2.33 0.064
C 0.08 0.10 -0.14 -0.244
H -0.43 -1.63 -1.28 0.127
C 0.95 0.84 -0.80 -0.258
Cl 2.06 1.63 2.21 0.061
P -1.46 2.17 2.49 0.750
P 1.72 -2.00 2.20 0.757
C -0.90 3.11 3.95 -0.230
H 0.14 3.42 3.80 0.048
H -0.95 2.48 4.84 0.048
H -1.54 3.99 4.08 0.063
C -1.43 3.29 1.07 -0.247
H -2.06 2.89 0.26 0.040
H -0.40 3.38 0.69 0.046
H -1.79 4.28 1.36 0.063
C -3.17 1.65 2.78 -0.236
H -3.22 0.94 3.62 0.046
H -3.56 1.15 1.88 0.040
H -3.79 2.53 3.01 0.063
C 2.49 -2.17 3.83 -0.231
H 1.74 -2.54 4.56 0.065
H 2.85 -1.19 4.18 0.049
H 3.33 -2.87 3.77 0.063
C 0.85 -3.55 1.85 -0.246
H 0.44 -3.53 0.82 0.034
H 0.00 -3.67 2.54 0.053
H 1.53 -4.40 1.95 0.063
C 3.06 -1.81 1.00 -0.243
H 3.36 -0.75 0.96 0.032
H 2.72 -2.12 0.00 0.025
H 3.91 -2.43 1.31 0.062
P -3.23 -2.51 -0.32 0.897
C -3.83 -3.46 1.06 -0.170
C -2.51 -3.55 -1.60 -0.158
H -4.24 -2.79 1.83 0.073
H -3.02 -4.06 1.50 0.076
H -4.63 -4.13 0.71 0.076
H -2.17 -2.94 -2.45 0.061
H -3.26 -4.26 -1.95 0.077
H -1.65 -4.10 -1.20 0.072
C -4.51 -1.47 -1.02 -0.162
H -4.83 -0.72 -0.28 0.074
H -5.38 -2.09 -1.29 0.075
H -4.13 -0.95 -1.91 0.061
H 1.66 1.42 -0.21 -0.010
F -0.39 -0.04 8.55 0.046
C -0.27 -0.06 7.18 -0.246
C 0.87 0.48 6.60 0.008
C 0.96 0.48 5.21 -0.181
C -0.06 -0.06 4.43 -0.345
C -1.18 -0.63 5.03 -0.144
C -1.31 -0.62 6.43 0.001
H 1.67 0.90 7.21 0.130
H 1.84 0.91 4.75 0.052
H -1.97 -1.09 4.44 0.072
H -2.19 -1.04 6.91 0.123


[3]
140
Properties=species:S:1:pos:R:3:lowdin_charge:R:1 method="wB97M-V/def2-TZVPD" gap_ev=10.344 homo_energy_ev=-10.185 total_energy_ha=-6241.79086
C -0.21 -0.16 0.83 -0.007
N 0.27 -0.55 -0.52 -0.296
C 0.28 -2.02 -0.69 0.000
C -0.86 -0.09 -1.44 0.024
C 1.56 0.06 -0.85 -0.095
C 1.63 1.52 -0.55 -0.239
O 0.58 2.17 -1.24 -0.077
H -1.14 -0.68 1.03 0.087
H -0.34 0.91 0.92 0.087
H 0.48 -0.49 1.61 0.086
H 0.84 -2.43 0.15 0.111
H 0.74 -2.31 -1.63 0.097
H -0.72 -2.44 -0.71 0.101
H -0.45 -0.08 -2.44 0.090
H -1.23 0.87 -1.13 0.075
H -1.68 -0.79 -1.35 0.085
H 1.77 -0.14 -1.90 0.139
H 2.27 -0.43 -0.19 0.133
H 2.63 1.86 -0.85 0.104
H 1.57 1.76 0.52 0.123
H 0.70 3.12 -1.11 0.016
N 1.54 4.65 -0.96 -0.291
S 2.74 5.42 -1.61 0.495
O 3.54 6.25 -0.76 -0.246
O 2.63 5.71 -3.00 -0.262
F 3.74 4.13 -1.72 -0.219
S 0.37 5.82 -0.84 0.526
O -0.50 5.87 -1.95 -0.236
O 0.74 6.95 -0.07 -0.235
F -0.46 4.91 0.19 -0.190
C 5.75 0.01 1.78 -0.083
C 5.57 0.34 3.28 -0.055
O 4.35 -0.39 3.59 0.049
C 3.69 -0.68 2.46 -0.560
O 2.56 -1.05 2.40 0.139
O 4.43 -0.35 1.38 0.049
H 6.37 -0.89 1.72 0.131
H 6.08 0.86 1.21 0.134
H 5.28 1.38 3.42 0.108
H 6.37 -0.06 3.89 0.134
C -4.46 -3.62 -2.54 -0.119
C -4.71 -3.69 -4.07 -0.085
O -4.19 -2.42 -4.48 0.065
C -3.55 -1.78 -3.48 -0.554
O -2.94 -0.78 -3.58 0.173
O -3.51 -2.58 -2.37 0.042
H -4.11 -4.53 -2.06 0.121
H -5.38 -3.32 -2.02 0.126
H -5.78 -3.68 -4.24 0.128
H -4.13 -4.51 -4.46 0.128
C -1.71 -7.66 -1.32 -0.123
C -0.45 -8.17 -0.65 -0.115
O 0.46 -7.10 -0.86 0.079
C -0.23 -5.96 -1.08 -0.547
O 0.21 -4.87 -1.27 0.168
O -1.56 -6.24 -1.21 0.027
H -2.68 -8.00 -0.97 0.129
H -1.64 -7.91 -2.38 0.132
H -0.02 -9.05 -1.13 0.132
H -0.61 -8.42 0.40 0.131
C -3.56 -4.38 2.61 -0.043
C -2.52 -5.44 2.24 -0.310
O -1.50 -4.64 1.70 0.135
C -1.54 -3.44 2.33 -0.533
O -0.65 -2.66 2.34 0.183
O -2.73 -3.28 2.96 0.050
F -2.97 -6.29 1.28 0.069
H -4.25 -4.72 3.38 0.142
H -4.13 -4.10 1.72 0.141
H -2.21 -6.01 3.11 0.175
C -2.87 3.86 -2.18 -0.008
C -2.95 3.40 -0.72 -0.282
O -4.25 2.84 -0.68 0.108
C -4.53 2.32 -1.92 -0.560
O -5.32 1.45 -2.11 0.171
O -3.79 2.94 -2.84 0.079
F -3.05 4.53 0.04 0.048
H -1.97 3.81 -2.79 0.133
H -3.37 4.82 -2.21 0.144
H -2.15 2.76 -0.35 0.152
C 2.98 4.95 2.07 -0.058
C 3.76 3.82 1.43 -0.304
O 3.57 2.75 2.34 0.109
C 3.29 3.32 3.56 -0.545
O 3.30 2.71 4.57 0.184
O 3.10 4.65 3.47 0.089
F 5.08 4.16 1.38 0.081
H 1.95 5.01 1.75 0.112
H 3.50 5.87 1.82 0.144
H 3.39 3.57 0.45 0.114
C -5.91 0.91 1.20 -0.027
C -6.65 -0.43 1.40 -0.308
O -5.57 -1.35 1.34 0.119
C -4.41 -0.71 1.69 -0.527
O -3.39 -1.28 1.78 0.189
O -4.65 0.60 1.81 0.087
F -7.53 -0.68 0.42 0.088
H -6.36 1.75 1.72 0.144
H -5.82 1.09 0.13 0.108
H -7.11 -0.54 2.38 0.170
C 2.75 3.08 -4.90 -0.008
C 3.73 2.09 -4.24 -0.302
O 3.53 0.88 -4.89 0.123
C 2.77 1.05 -6.00 -0.544
O 2.44 0.21 -6.76 0.174
O 2.45 2.35 -6.13 0.072
F 3.48 1.96 -2.92 0.061
H 3.24 4.01 -5.16 0.132
H 1.78 3.20 -4.42 0.145
H 4.74 2.46 -4.41 0.173
C 1.18 -0.57 4.86 -0.062
C 2.24 -1.11 5.80 -0.301
O 1.52 -2.00 6.61 0.129
C 0.19 -1.70 6.52 -0.553
O -0.70 -2.26 7.06 0.181
O 0.04 -0.62 5.73 0.081
F 2.76 -0.10 6.57 0.057
H 1.03 -1.29 4.06 0.111
H 1.33 0.39 4.40 0.125
H 3.07 -1.62 5.33 0.153
C 3.25 -2.37 -5.37 -0.037
C 2.32 -3.51 -5.74 -0.292
O 1.17 -3.29 -4.96 0.140
C 1.18 -2.00 -4.53 -0.545
O 0.23 -1.34 -4.28 0.185
O 2.44 -1.53 -4.53 0.037
F 2.88 -4.71 -5.40 0.059
H 3.60 -1.78 -6.22 0.123
H 4.11 -2.65 -4.76 0.143
H 2.05 -3.52 -6.79 0.171
C -0.32 5.24 3.67 -0.042
C -0.69 4.76 5.05 -0.277
O -0.61 3.37 4.98 0.139
C -0.53 2.98 3.66 -0.530
O -0.65 1.86 3.28 0.188
O -0.47 4.06 2.89 0.063
F -2.00 5.09 5.33 0.049
H 0.73 5.54 3.58 0.121
H -0.85 6.10 3.27 0.151
H -0.11 5.07 5.92 0.171


[4]
112
Properties=species:S:1:pos:R:3:lowdin_charge:R:1 method="wB97M-V/def2-TZVPD" gap_ev=7.278 homo_energy_ev=-9.795 total_energy_ha=-3609.68411
O 4.71 1.18 -4.81 -0.519
P 4.82 0.17 -3.60 0.735
C 3.12 -0.15 -2.71 -0.210
C 2.04 -1.31 -3.25 0.008
C 0.66 -1.52 -2.39 0.013
C 0.42 -0.59 -1.06 0.027
C 1.45 0.57 -0.53 0.068
C 2.83 0.80 -1.38 -0.200
S 4.00 2.15 -0.76 0.839
O 3.20 2.97 0.32 -0.385
O 5.23 1.57 -0.01 -0.352
F 4.45 3.29 -1.97 -0.259
C -1.02 -1.15 -0.49 -0.205
O -1.41 -0.91 0.76 -0.007
N -1.63 -1.95 -1.62 -0.028
C -2.97 -1.52 -2.15 -0.134
C -3.01 -0.03 -2.85 -0.161
C -3.91 1.08 -2.01 -0.097
C -3.44 1.28 -0.45 -0.279
O -2.36 2.05 -0.17 -0.066
O -4.17 0.67 0.69 -0.022
C -0.63 -2.53 -2.59 -0.198
O -0.71 -3.61 -3.39 -0.004
H 5.76 0.64 -2.58 0.019
H 5.33 -1.14 -4.01 0.023
H 2.24 -1.97 -4.21 0.098
H 1.15 1.16 0.43 0.073
H -3.78 -1.52 -1.28 0.145
H -3.36 -2.31 -2.96 0.147
H -3.57 -0.15 -3.89 0.126
H -1.95 0.39 -3.11 0.062
H -5.06 0.84 -2.01 0.124
H -3.80 2.14 -2.54 0.137
H -3.50 0.61 1.45 0.125
C -0.37 3.66 -4.65 -0.070
C -0.64 2.17 -4.77 -0.163
N -0.86 0.93 -4.87 0.099
H 0.60 3.83 -4.16 0.075
H -0.35 4.12 -5.64 0.076
H -1.15 4.14 -4.05 0.051
C 0.30 2.96 3.53 -0.048
C 0.69 1.59 3.01 -0.157
N 1.01 0.45 2.57 0.117
H 1.06 3.70 3.24 0.081
H -0.66 3.26 3.12 0.084
H 0.23 2.94 4.62 0.079
C 2.45 -4.35 -0.15 -0.072
C 3.57 -3.98 -1.11 -0.203
N 4.49 -3.67 -1.91 0.085
H 1.50 -4.41 -0.69 0.068
H 2.66 -5.32 0.31 0.076
H 2.37 -3.60 0.64 0.076
C 0.67 -1.18 5.27 -0.083
C 0.02 -2.16 6.23 -0.155
N -0.52 -2.98 7.03 0.093
H 1.75 -1.22 5.37 0.082
H 0.39 -1.43 4.24 0.055
H 0.32 -0.16 5.49 0.068
C -2.42 -1.31 9.14 -0.089
C -2.83 0.12 8.80 -0.211
N -3.16 1.30 8.53 0.068
H -3.25 -1.99 8.92 0.028
H -1.55 -1.60 8.53 0.015
H -2.16 -1.38 10.20 0.077
C -4.82 -5.31 8.82 -0.103
C -5.23 -3.88 8.48 -0.203
N -5.56 -2.70 8.21 0.093
H -5.65 -5.99 8.61 0.069
H -3.95 -5.60 8.22 -0.004
H -4.56 -5.38 9.88 0.082
C -0.62 -6.44 6.29 -0.065
C -1.84 -6.82 7.10 -0.142
N -2.86 -7.13 7.78 0.091
H -0.48 -5.36 6.30 0.030
H 0.27 -6.92 6.71 0.081
H -0.74 -6.77 5.25 0.080
C 0.08 8.05 -4.06 -0.090
C -0.57 7.06 -3.11 -0.203
N -1.10 6.24 -2.31 0.085
H 1.17 8.00 -3.96 0.003
H -0.19 7.80 -5.09 0.075
H -0.26 9.06 -3.84 0.083
C 6.89 4.82 -0.75 -0.090
C 7.35 6.25 -0.96 -0.212
N 7.73 7.44 -1.14 0.083
H 7.76 4.17 -0.59 0.081
H 6.24 4.76 0.12 0.075
H 6.35 4.47 -1.63 0.051
C 2.88 6.59 -1.11 -0.057
C 2.81 7.74 -2.11 -0.169
N 2.75 8.69 -2.93 0.098
H 3.91 6.26 -0.99 0.062
H 2.49 6.92 -0.14 0.085
H 2.28 5.75 -1.47 0.070
C 1.99 0.90 -8.26 -0.059
C 1.88 0.23 -6.90 -0.157
N 1.79 -0.33 -5.77 0.112
H 1.23 1.67 -8.36 0.076
H 2.98 1.35 -8.37 0.083
H 1.85 0.16 -9.05 0.028
C -0.84 -2.26 -8.96 -0.070
C 0.28 -1.89 -9.92 -0.202
N 1.21 -1.58 -10.72 0.090
H -1.79 -2.32 -9.50 0.077
H -0.63 -3.23 -8.50 0.080
H -0.92 -1.50 -8.17 0.071
C -6.19 -6.32 5.73 -0.091
C -6.07 -6.64 4.25 -0.208
N -5.96 -6.92 3.02 0.079
H -5.50 -6.94 6.31 0.056
H -5.95 -5.26 5.90 0.067
H -7.21 -6.51 6.07 0.080